(1)
The following is a quantum chemistry calculation of the ion C5H10ClN4S with charge +1 at a distorted geometry, from OMol25.

Structure (XYZ):
```
21
Properties=species:S:1:pos:R:3
H 0.30 -0.90 -1.84
H -0.33 1.79 -1.56
N 1.74 -0.77 -0.21
S -2.35 0.02 -0.52
H 4.12 0.19 0.46
N 3.35 0.81 0.13
H -3.17 0.08 1.68
C -3.44 0.63 0.83
H -0.37 -2.43 0.61
C -0.79 0.47 0.02
H -4.41 0.44 0.48
H -3.08 1.62 1.05
Cl -0.45 0.21 1.79
H -0.91 -2.61 -1.03
N -0.26 -2.15 -0.34
C 0.06 1.31 -0.66
N 1.35 1.47 -0.44
H 3.56 1.83 0.19
C 0.55 -1.16 -0.77
C 2.12 0.50 -0.08
H 2.40 -1.38 0.22
```

Computed properties:
Total energy   -1273.54383 Ha
Spin multiplicity   3
HOMO-LUMO gap (alpha / beta)   6.832 / 6.769 eV
Maximum force   5.5 eV/A
HOMO energy (alpha / beta)   -9.86 / -13.17 eV
Total charge   +1

(2)
The following is a quantum chemistry calculation of an isolated molecule of C4H7NO at a distorted geometry, from OMol25.

Structure (XYZ):
```
13
Properties=species:S:1:pos:R:3
H -1.54 -1.24 -0.17
O -1.22 1.15 -1.02
N 2.73 -0.27 1.04
H 0.82 1.58 -1.01
C 0.04 1.09 -0.40
C 1.71 -0.38 0.50
H 0.04 1.57 0.59
H 0.61 -0.83 -1.21
C -0.66 -1.21 0.48
H -1.67 1.94 -0.69
H -0.32 -2.23 0.67
C 0.43 -0.39 -0.22
H -0.96 -0.76 1.43
```

Computed properties:
Energy relative to the best compared isomer or geometry (same formula, charge and spin)   104.9 kJ/mol
SMILES string   C[C@H](C#N)CO
Total energy   -286.59171 Ha
HOMO-LUMO gap   11.603 eV
Maximum force   1.1 eV/A
HOMO energy   -10.96 eV

(3)
The following is a quantum chemistry calculation of a cluster of 2 separate species, C6H12O in total at a distorted geometry, from OMol25.

Structure (XYZ):
```
19
Properties=species:S:1:pos:R:3
H -0.20 1.37 1.37
C -0.54 1.58 2.39
C 0.72 0.34 -0.33
H 2.00 -0.41 -1.98
H 0.12 -2.02 -1.61
H -1.48 1.07 2.61
C -0.62 -1.25 -1.88
C -0.13 0.13 -1.52
H -0.81 -1.33 -2.95
H 0.49 -1.78 2.13
H -1.55 -1.50 -1.36
C 0.11 -1.21 1.29
C 1.39 0.41 -1.63
H -0.68 2.66 2.48
H 1.71 1.39 -1.99
H -0.95 -1.07 1.08
H -0.80 0.94 -1.80
O 0.99 -0.59 0.59
H 0.23 1.26 3.10
```

Computed properties:
Energy relative to the best compared isomer or geometry (same formula, charge and spin)   495.3 kJ/mol
Total energy   -310.87063 Ha
HOMO-LUMO gap (alpha / beta)   8.502 / 7.888 eV
Maximum force   1.4 eV/A
HOMO energy (alpha / beta)   -7.69 / -7.45 eV

(4)
The following is a quantum chemistry calculation of a structure of composition C38H32N2O6PtS2 at a distorted geometry, from OMol25.

Structure (XYZ):
```
81
Properties=species:S:1:pos:R:3
H -3.19 6.08 -1.20
C -3.82 -0.14 -4.91
H -2.14 1.48 -2.15
H -4.38 0.11 -5.80
C -2.46 0.14 -4.84
C 3.00 1.78 2.61
C 3.84 -2.08 0.04
S -2.39 2.62 1.40
C 0.99 0.25 2.98
C -3.73 -1.07 -2.69
H 5.11 -3.64 0.79
H -5.50 -0.97 -3.88
C 3.71 -1.20 2.66
C -0.41 -3.23 2.55
S 0.23 2.67 -1.76
C -1.35 3.31 -1.80
O -0.56 -0.15 -1.29
C 3.01 -0.53 1.68
C -1.30 -2.99 1.53
C -1.74 -0.20 -3.71
C 4.64 3.84 3.53
H 2.00 -4.19 -0.74
O -2.86 1.69 0.32
H 3.48 2.48 0.66
H 3.69 -0.85 3.68
H 5.00 -2.84 3.12
C 3.20 1.96 3.97
H -1.95 0.59 -5.68
O -1.79 1.76 2.44
O -3.41 3.52 1.83
H 1.41 0.00 3.96
Pt -0.53 1.29 0.44
H -0.68 0.00 -3.64
C -1.24 -3.39 -2.65
C 4.02 2.98 4.42
C 0.44 -2.77 -1.07
H -3.02 -2.18 -0.27
H -4.25 -1.55 -1.87
C 2.11 0.69 1.98
C -3.66 2.83 -1.90
C 4.52 -2.77 1.03
H -1.94 -3.77 1.14
H 1.06 -2.35 3.85
H 2.73 1.33 4.70
H 5.27 4.64 3.90
H -0.31 -4.22 2.98
C -1.47 -1.15 -1.43
H -0.97 -5.28 -3.61
C 4.46 -2.32 2.34
C 3.09 -0.96 0.36
H 1.12 -5.81 -2.40
C 0.22 -0.93 2.48
H -5.01 4.42 -1.50
O -1.22 3.35 0.78
C -2.37 -0.81 -2.62
H -4.39 2.05 -2.03
C -0.57 -4.58 -2.89
C 0.60 -4.88 -2.21
H 4.94 4.31 1.47
H 0.30 1.10 3.07
C 4.46 3.65 2.17
N -0.63 -0.74 1.48
C 3.65 2.63 1.72
H 4.16 3.12 5.49
C -2.31 -1.38 -0.13
H -0.82 5.34 -1.39
H 3.89 -2.41 -0.98
H -2.82 -0.43 0.09
C -2.95 5.06 -1.45
C 0.37 -2.19 3.04
C -1.39 -1.71 1.00
O 1.60 1.19 0.83
C 1.10 -3.97 -1.29
H 2.56 -0.41 -0.39
N -2.37 2.47 -2.05
H -2.15 -3.18 -3.19
C -3.98 4.12 -1.62
H 0.86 -2.05 -0.38
C -0.74 -2.48 -1.74
C -1.64 4.66 -1.56
C -4.44 -0.74 -3.83
```

Computed properties:
Energy relative to the best compared isomer or geometry (same formula, charge and spin)   455.2 kJ/mol
Total energy   -2943.76673 Ha
HOMO-LUMO gap (alpha / beta)   5.647 / 5.649 eV
Maximum force   6.6 eV/A
HOMO energy (alpha / beta)   -8.34 / -8.30 eV